(1)
Entry from the Open Molecules 2025 dataset: C20H18F2N4O2S in the gas phase (ωB97M-V/def2-TZVPD).

ORCA input file:
```
! RIJCOSX wB97M-V def2-TZVPD def2/J DEFGRID3
* xyz 0 1
N 4.099 -0.227 -1.523
F -4.440 1.948 2.590
F 1.190 4.528 5.126
C 3.937 -1.096 -0.766
N 1.455 -0.681 1.319
N -4.424 1.742 0.318
O -0.381 -0.666 -2.818
O -1.175 -2.826 -3.239
S 2.103 -2.988 0.002
C 1.105 -1.582 0.444
C 0.476 0.266 1.393
C -0.587 -0.092 0.563
C -3.871 1.282 -0.801
C -3.790 1.549 1.481
C 0.199 3.812 3.061
C 1.764 2.429 4.267
C -2.658 0.633 -0.744
C -2.569 0.880 1.548
C 0.073 2.765 2.104
C 1.586 1.368 3.352
C 1.059 3.617 4.152
C -1.921 0.500 0.431
C 0.716 1.477 2.281
N -0.165 -1.313 -0.009
C 0.887 0.042 -2.730
C -0.628 -3.039 -4.548
C 3.760 -2.208 0.162
C -0.370 -2.003 -2.415
C -0.877 -2.161 -1.003
H -4.338 1.394 -1.776
H -0.366 4.709 2.899
H 2.445 2.289 5.102
H -2.221 0.369 -1.705
H -2.129 0.726 2.549
H -0.601 2.920 1.257
H 2.207 0.500 3.526
H 1.145 0.293 -1.679
H 0.832 0.942 -3.348
H 1.730 -0.577 -3.126
H -1.286 -3.721 -5.128
H -0.583 -2.075 -5.125
H 0.425 -3.439 -4.491
H 4.543 -2.976 -0.019
H 3.825 -1.813 1.184
H 0.643 -2.435 -2.432
H -0.880 -3.196 -0.667
H -1.942 -1.865 -1.017
*
```

Its structure (SMILES) is COC(Cn1c(SCC#N)nc(-c2ccc(F)cc2)c1-c1ccnc(F)c1)OC. The calculation puts the electronic energy at -1740.31683 hartree. The calculation puts the HOMO energy at -8.34 eV. As for the gap between HOMO and LUMO: 8.45 eV.

***

(2)
Entry from the Open Molecules 2025 dataset: 3 unconnected molecules or ions with the total composition C20H18F5N2 (ωB97M-V/def2-TZVPD).

ORCA input file:
```
! RIJCOSX wB97M-V def2-TZVPD def2/J DEFGRID3
* xyz 1 1
F 3.233 -1.562 0.287
C 3.838 -0.809 -0.621
F 4.714 -1.494 -1.327
C 3.575 0.476 -0.805
F 4.003 1.056 -1.953
C 2.870 1.382 0.145
C 1.641 2.032 -0.500
N 0.733 0.943 -0.908
C 0.569 0.623 -2.180
C -0.254 -0.439 -2.532
C -0.869 -1.117 -1.516
C -0.647 -0.673 -0.205
N 0.137 0.332 0.099
H 2.565 0.777 1.000
H 3.569 2.139 0.507
H 1.944 2.609 -1.371
H 1.104 2.674 0.196
H 1.100 1.212 -2.914
H -0.374 -0.720 -3.568
H -1.510 -1.968 -1.701
H -1.129 -1.155 0.635
F -0.630 3.313 2.027
C 0.082 4.128 2.849
C 1.266 3.660 3.380
C 2.002 4.493 4.211
C 1.542 5.768 4.504
C 0.346 6.214 3.958
C -0.394 5.393 3.118
H 1.603 2.657 3.147
H 2.936 4.142 4.631
H 2.114 6.414 5.155
H -0.017 7.207 4.186
H -1.326 5.724 2.680
F -2.659 -3.099 -3.171
C -3.012 -4.288 -2.599
C -3.363 -5.329 -3.430
C -3.718 -6.539 -2.853
C -3.725 -6.685 -1.472
C -3.373 -5.616 -0.661
C -3.009 -4.401 -1.225
H -3.356 -5.191 -4.502
H -3.992 -7.371 -3.487
H -4.008 -7.629 -1.029
H -3.385 -5.724 0.415
H -2.736 -3.559 -0.602
*
```

The calculation puts the electronic energy at -1381.45598 hartree. Its energy relative to the best compared isomer or geometry (same formula, charge and spin) is 0.0 kJ/mol. The calculation puts the HOMO energy at -11.59 eV. As for the gap between HOMO and LUMO: 6.90 eV.

***

(3)
Entry from the Open Molecules 2025 dataset: 2 unconnected molecules or ions with the total composition C20H18N2O3S3 (ωB97M-V/def2-TZVPD).

ORCA input file:
```
! RIJCOSX wB97M-V def2-TZVPD def2/J DEFGRID3
* xyz 0 1
C 1.374 2.155 0.489
C 1.375 1.033 -0.594
C 2.437 0.383 -1.020
C 3.695 0.289 -0.519
C 3.971 0.309 0.709
C 5.205 0.407 1.339
C 6.204 0.218 0.544
C 5.982 0.179 -1.088
C 4.638 0.155 -1.488
H 4.507 -0.062 -2.449
H 6.745 0.226 -1.659
H 7.214 0.458 0.612
H 5.502 0.434 2.225
H 3.170 0.650 1.623
H 2.105 -0.421 -1.936
C -0.121 0.728 -1.056
C -1.234 1.110 -0.838
C -2.498 0.674 -1.447
O -2.411 0.002 -2.473
N -3.634 1.329 -0.857
C -3.507 2.234 -0.103
S -4.773 3.141 0.884
S -1.743 2.585 0.354
N -4.899 0.771 -1.080
H -4.813 0.483 -2.428
S -5.168 -0.510 -0.129
O -5.840 -0.092 1.011
O -5.962 -1.322 -0.910
C -3.725 -1.203 0.461
C -2.996 -2.164 -0.358
C -1.724 -2.394 -0.175
C -1.086 -1.951 0.817
C -1.679 -0.943 1.751
C -3.030 -0.729 1.416
H -3.570 0.057 2.041
H -1.158 -0.336 2.609
C 0.395 -2.285 1.059
H 0.592 -3.272 1.137
H 0.554 -2.201 2.314
H 0.921 -1.464 0.824
H -1.161 -3.326 -0.571
H -3.704 -2.476 -1.025
H -0.171 -0.048 -1.920
H 0.727 2.881 0.067
H 2.254 2.502 0.491
H 1.038 1.804 1.346
*
```

The calculation puts the electronic energy at -2302.12756 hartree. The calculation puts the HOMO energy at -8.22 eV. As for the gap between HOMO and LUMO: 6.98 eV.

***

(4)
Entry from the Open Molecules 2025 dataset: C20H18N4O3S in the gas phase (ωB97M-V/def2-TZVPD).

ORCA input file:
```
! RIJCOSX wB97M-V def2-TZVPD def2/J DEFGRID3
* xyz 0 1
C 7.248 2.230 -0.129
C 5.865 1.868 -0.646
O 5.332 0.880 0.218
C 4.095 0.381 -0.022
C 3.655 -0.582 0.886
C 2.408 -1.136 0.708
C 1.573 -0.760 -0.369
C 2.024 0.202 -1.261
C 3.272 0.766 -1.086
H 3.603 1.513 -1.789
H 1.396 0.509 -2.082
N 0.372 -1.411 -0.418
C 0.230 -2.227 0.555
N -0.858 -3.019 0.786
C -2.106 -2.901 0.216
O -2.936 -3.767 0.349
C -2.319 -1.648 -0.562
N -2.311 -0.550 0.078
N -2.504 0.627 -0.567
C -2.410 0.763 -1.935
O -2.638 1.803 -2.508
C -1.945 -0.491 -2.653
C -2.564 -1.740 -2.039
H -2.127 -2.647 -2.455
H -3.645 -1.772 -2.217
H -2.181 -0.390 -3.712
H -0.858 -0.542 -2.536
C -2.775 1.714 0.302
C -2.327 3.000 0.029
C -2.616 4.025 0.913
C -3.335 3.777 2.070
C -3.766 2.490 2.347
C -3.492 1.461 1.467
H -3.822 0.454 1.674
H -4.325 2.288 3.249
H -3.556 4.582 2.753
H -2.270 5.024 0.695
H -1.765 3.202 -0.868
H -0.735 -3.798 1.423
S 1.606 -2.339 1.678
H 4.295 -0.868 1.705
H 5.216 2.754 -0.650
H 5.933 1.475 -1.670
H 7.693 2.988 -0.767
H 7.175 2.613 0.885
H 7.884 1.350 -0.122
*
```

Its structure (SMILES) is CCOc1ccc2nc(NC(=O)C3=NN(c4ccccc4)C(=O)CC3)sc2c1. The calculation puts the electronic energy at -1615.88427 hartree. Its energy relative to the best compared isomer or geometry (same formula, charge and spin) is 79.2 kJ/mol. The calculation puts the HOMO energy at -8.19 eV. As for the gap between HOMO and LUMO: 8.60 eV.

***

- Which value of gap between HOMO and LUMO does entry 4 give?
  8.60 eV

***

- Look up the electronic energy of the third one.
  -2302.12756 hartree